Record 1
{"formula": "CH13N3O4", "method": "wB97M-V/def2-TZVPD", "relative_energy_ev": 1.938, "homo_lumo_gap_ev": 9.85, "lumo_ev": 0.34, "elements": ["N", "C", "N", "N", "H", "H", "H", "H", "H", "H", "H", "O", "H", "H", "O", "H", "H", "O", "H", "H", "O"], "coordinates": [[0.864, -2.387, -1.006], [1.118, -1.103, -0.636], [2.191, -0.292, -1.196], [0.491, -0.521, 0.291], [1.356, -2.980, -1.624], [0.043, -2.847, -0.829], [1.795, 0.628, -1.545], [2.568, -0.588, -2.014], [-0.395, -0.891, 0.660], [-0.214, 3.534, -0.521], [1.111, 2.518, -0.469], [0.596, 3.190, -0.983], [-3.943, -1.672, 0.860], [-3.430, -2.921, 1.179], [-3.349, -2.233, 0.479], [-1.991, 2.012, 0.714], [-0.735, 1.257, 0.561], [-1.307, 1.844, 0.067], [0.650, 1.123, 2.695], [1.414, 0.827, 1.330], [1.170, 1.503, 1.985]], "forces_ev_per_angstrom": [[1.98, 0.25, -1.13], [0.60, 0.88, -0.14], [-2.76, 1.38, 1.72], [-1.30, 1.01, 0.66], [1.26, 0.37, -0.87], [-2.53, -0.39, 1.32], [0.19, -1.25, 1.37], [1.61, -2.09, -2.78], [0.89, -0.58, -0.47], [1.62, -1.45, -0.21], [-1.49, 1.30, 0.02], [0.55, 0.41, -0.11], [-2.69, 3.34, 1.02], [0.64, 0.04, -1.01], [2.12, -3.38, 0.00], [-0.49, 0.23, 0.06], [0.93, -0.28, -0.09], [-1.12, -0.03, 0.28], [0.16, -0.43, -0.20], [-0.65, -0.35, 0.47], [0.47, 1.02, 0.10]], "lowdin_charge": [0.156, -0.529, 0.118, 0.074, 0.087, 0.065, 0.115, 0.021, 0.080, 0.048, 0.018, -0.124, -0.029, 0.063, -0.030, 0.041, -0.025, -0.071, 0.028, -0.013, -0.091]}

***

Record 2
{"formula": "C19H36Cl28FGaN2PS", "method": "wB97M-V/def2-TZVPD", "homo_lumo_gap_ev": 6.34, "charge": -1, "lumo_ev": 1.59, "elements": ["N", "Ga", "F", "P", "S", "C", "C", "C", "C", "N", "C", "H", "H", "H", "H", "H", "H", "H", "H", "C", "Cl", "Cl", "H", "H", "C", "Cl", "Cl", "H", "H", "C", "Cl", "Cl", "H", "H", "C", "Cl", "Cl", "H", "H", "C", "Cl", "Cl", "H", "H", "C", "Cl", "Cl", "H", "H", "C", "Cl", "Cl", "H", "H", "C", "Cl", "Cl", "H", "H", "C", "Cl", "Cl", "H", "H", "C", "Cl", "Cl", "H", "H", "C", "Cl", "Cl", "H", "H", "C", "Cl", "Cl", "H", "H", "C", "Cl", "Cl", "H", "H", "C", "Cl", "Cl", "H", "H"], "coordinates": [[-2.957, -0.737, 2.454], [-1.363, -1.248, 1.451], [-1.531, -3.070, 0.899], [0.506, -1.063, 2.920], [0.904, -2.741, 3.823], [-0.957, 0.079, -0.112], [-1.057, 1.684, 0.132], [-0.645, 2.480, -1.224], [-0.228, 1.661, -2.539], [-0.168, 0.199, -2.822], [-0.547, -0.484, -1.555], [-3.763, -0.523, 1.828], [-2.770, 0.048, 3.120], [0.203, 0.044, 3.824], [1.679, -0.674, 2.125], [-1.361, 2.136, 1.168], [-0.651, 3.661, -1.240], [0.096, 2.334, -3.474], [-0.541, -1.677, -1.639], [3.019, -2.543, 7.475], [1.631, -2.808, 8.537], [2.705, -1.232, 6.331], [3.888, -2.283, 8.084], [3.221, -3.461, 6.917], [-3.701, 4.573, -2.313], [-4.177, 5.169, -3.907], [-2.533, 3.253, -2.449], [-3.248, 5.391, -1.747], [-4.588, 4.210, -1.789], [4.554, 2.502, 6.433], [5.303, 0.985, 6.945], [3.556, 2.265, 4.993], [3.925, 2.880, 7.243], [5.339, 3.228, 6.206], [-0.302, -3.771, -3.889], [-1.188, -3.880, -2.363], [-0.857, -2.395, -4.849], [0.762, -3.649, -3.674], [-0.461, -4.690, -4.458], [-6.615, 7.613, -5.838], [-6.082, 9.290, -6.011], [-5.365, 6.489, -6.384], [-6.835, 7.417, -4.786], [-7.516, 7.462, -6.437], [-1.235, -7.149, -6.306], [-2.374, -5.810, -6.118], [0.391, -6.677, -5.797], [-1.569, -7.989, -5.694], [-1.206, -7.446, -7.357], [4.305, 6.558, 6.112], [3.349, 6.062, 7.514], [5.970, 5.979, 6.241], [3.853, 6.142, 5.208], [4.311, 7.649, 6.054], [-0.657, -7.895, -1.995], [-0.596, -8.783, -3.523], [0.846, -7.009, -1.714], [-1.488, -7.186, -2.029], [-0.810, -8.604, -1.178], [-0.449, -4.013, -8.890], [-0.925, -3.417, -10.485], [0.719, -5.333, -9.027], [0.004, -3.195, -8.325], [-1.337, -4.377, -8.367], [5.101, -4.213, 4.668], [6.109, -4.094, 6.115], [3.919, -5.518, 4.823], [4.571, -3.268, 4.525], [5.740, -4.412, 3.805], [7.867, 1.686, 4.126], [9.418, 1.473, 3.306], [7.845, 3.182, 5.068], [7.071, 1.725, 3.379], [7.700, 0.841, 4.798], [-4.885, -3.241, 4.025], [-5.703, -4.468, 5.001], [-5.242, -1.615, 4.619], [-3.807, -3.409, 4.074], [-5.226, -3.325, 2.990], [-7.129, 11.570, -3.381], [-6.120, 11.689, -1.934], [-8.311, 10.264, -3.227], [-7.658, 12.514, -3.525], [-6.490, 11.370, -4.245], [3.082, -1.983, -2.174], [1.415, -1.475, -1.878], [3.230, -3.744, -2.114], [3.390, -1.634, -3.163], [3.729, -1.546, -1.410]], "forces_ev_per_angstrom": [[0.41, 0.41, -0.46], [-0.79, -0.29, -0.55], [0.15, 1.78, 0.28], [0.08, 0.30, -0.70], [0.23, -0.84, 0.54], [0.43, 2.86, -2.97], [1.94, -2.85, -5.11], [1.26, -3.53, 1.83], [0.03, -0.36, 0.78], [-2.85, 4.56, 6.31], [-2.15, 2.02, 0.66], [0.97, 0.08, 0.93], [-0.54, -0.91, -0.99], [0.61, -0.34, -0.60], [-0.90, 0.37, 0.73], [0.65, -0.82, -2.36], [0.72, -3.01, 0.15], [-0.84, -1.59, 2.28], [-1.09, 3.17, 0.35], [0.31, -0.04, -0.16], [0.02, -0.09, 0.11], [0.19, -0.03, 0.20], [-0.29, 0.00, -0.11], [-0.23, 0.22, 0.10], [-0.25, -0.12, 0.13], [-0.13, 0.18, 0.20], [-2.20, 0.85, -0.86], [-0.04, -0.18, -0.23], [0.19, 0.06, -0.21], [0.03, 0.35, 0.25], [0.21, 0.13, 0.08], [-0.01, 0.12, -0.05], [0.09, -0.23, -0.23], [-0.20, -0.32, -0.01], [0.21, -0.41, -0.07], [0.03, -0.27, -0.02], [0.04, -0.05, -0.19], [-0.31, 0.08, 0.05], [-0.07, 0.41, 0.24], [-0.30, -0.30, 0.16], [-0.02, 0.08, -0.05], [-0.27, 0.15, -0.30], [0.20, 0.10, -0.23], [0.32, 0.10, 0.07], [0.05, -0.40, -0.28], [-0.13, -0.02, -0.02], [0.01, -0.13, -0.20], [0.10, 0.40, -0.09], [0.06, 0.25, 0.22], [-0.17, 0.20, -0.30], [-0.08, 0.04, -0.05], [0.03, 0.11, -0.08], [0.14, -0.03, 0.30], [0.06, -0.31, 0.14], [-0.17, 0.25, 0.47], [-0.14, -0.43, 0.25], [-0.14, -0.05, 0.02], [0.29, -0.09, -0.10], [0.15, 0.13, -0.28], [-0.15, 0.17, 0.40], [-0.08, 0.08, -0.02], [0.00, -0.02, 0.00], [-0.05, -0.24, -0.21], [0.25, 0.04, -0.21], [-0.17, 0.16, -0.48], [0.17, 0.11, 0.08], [0.04, 0.10, -0.06], [-0.01, -0.24, 0.14], [-0.13, -0.05, 0.31], [-0.32, -0.34, -0.03], [-0.01, -0.07, -0.05], [-0.05, -0.01, 0.00], [0.26, 0.10, 0.18], [0.11, 0.29, -0.10], [0.44, 0.15, -0.42], [-0.08, -0.20, 0.04], [-0.14, -0.06, 0.08], [-0.29, 0.14, 0.04], [0.04, 0.06, 0.35], [0.05, 0.25, -0.29], [0.04, 0.08, -0.06], [-0.04, 0.04, -0.09], [0.08, -0.29, 0.17], [-0.16, -0.09, 0.32], [0.36, 0.33, 0.08], [3.98, -1.56, -0.07], [0.22, -0.31, -0.07], [-0.11, -0.17, 0.18], [-0.14, -0.22, -0.13]], "lowdin_charge": [-0.152, 0.209, -0.409, 0.116, -0.073, -0.174, -0.062, -0.281, -0.205, -0.096, -0.401, -0.016, -0.025, -0.078, -0.071, 0.088, 0.059, 0.100, -0.035, -1.036, 0.500, 0.446, 0.021, -0.015, -0.970, 0.470, 0.676, 0.032, 0.031, -1.049, 0.496, 0.496, 0.018, -0.065, -1.042, 0.563, 0.510, -0.016, -0.081, -1.009, 0.515, 0.480, 0.027, 0.031, -1.014, 0.550, 0.509, -0.036, 0.023, -1.012, 0.510, 0.508, 0.032, 0.028, -0.993, 0.523, 0.510, 0.024, 0.030, -1.032, 0.495, 0.491, 0.029, -0.012, -1.022, 0.492, 0.507, 0.016, 0.028, -1.026, 0.501, 0.504, 0.034, 0.017, -1.037, 0.471, 0.478, 0.032, 0.030, -1.045, 0.500, 0.489, 0.029, -0.024, -0.946, 0.733, 0.498, 0.031, 0.027]}